(1)
Density functional theory data (the ωB97M-V functional and the def2-TZVPD basis) for a cluster of 2 separate species, C2H2F3IO in total at a distorted geometry.

Geometry as ORCA input:
```
! RIJCOSX wB97M-V def2-TZVPD def2/J DEFGRID3
* xyz 0 3
C -1.5908 0.6844 -0.1014
C 2.2845 -1.0684 0.2322
O -1.9229 1.8507 0.1811
F 1.6407 -2.1161 -0.2730
F 2.9313 -0.4845 -0.7342
F 3.2187 -1.5820 1.1003
I -3.0414 -0.8417 0.0426
H 1.5455 -0.3662 0.6334
H -2.7772 2.1372 0.4533
*
```

As for the gap between HOMO and LUMO (alpha / beta): 7.4661 / 8.3596 eV.

=====

(2)
Density functional theory data (the ωB97M-V functional and the def2-TZVPD basis) for a cluster of 2 separate species, C5H10O2 in total at a distorted geometry.

Geometry as ORCA input:
```
! RIJCOSX wB97M-V def2-TZVPD def2/J DEFGRID3
* xyz 0 1
C -0.4553 -0.3854 -3.1203
C 0.1249 0.3521 -2.1577
C -0.2427 0.2093 -0.7557
C 0.2340 1.0351 0.1937
C 0.0660 0.9160 1.6519
O 1.0950 2.0708 -0.1491
H -0.2993 -0.0978 -4.1481
H -1.0342 -1.2667 -2.8939
H 0.7868 1.1331 -2.5115
H -1.0395 -0.5077 -0.6125
H 0.7437 0.2086 2.1482
H -0.8930 0.4896 1.9665
H 0.2257 1.8307 2.2205
H 1.7736 1.6964 -0.7266
O -0.4044 -2.9487 2.9786
H -1.0786 -2.2673 3.0819
H 0.3974 -2.4682 2.8342
*
```

As for the SMILES: C=C/C=C(/C)O.O. The energy above the lowest of the compared OMol25 structures with the same formula, charge and spin comes out at 2.490 eV. As for the gap between HOMO and LUMO: 8.9207 eV.

=====

(3)
Density functional theory data (the ωB97M-V functional and the def2-TZVPD basis) for a structure of composition C36H48BFN6O5SbTa.

Geometry as ORCA input:
```
! RIJCOSX wB97M-V def2-TZVPD def2/J DEFGRID3
* xyz 4 1
Ta 1.6256 0.8866 0.7454
C -3.5299 -3.2537 4.7057
C -2.1538 -3.7517 4.2994
N -1.5475 -2.9120 3.2248
C -0.6551 -1.9931 3.5964
C -0.0618 -1.1632 2.6776
C 1.0180 -0.1405 2.7809
O 2.1681 -0.4772 2.3794
O 0.6906 1.1007 2.6821
C -0.3870 -1.2734 1.3231
O 0.2323 -0.4613 0.4461
C -1.3317 -2.2243 0.9169
C -1.7147 -2.4004 -0.4304
C -2.5944 -3.3680 -0.7712
F -2.9069 -3.4816 -2.0641
C -3.1894 -4.2719 0.1795
C -2.8319 -4.0541 1.5113
C -1.9152 -3.0674 1.8954
N -4.0499 -5.2712 -0.2013
C -4.4130 -6.3700 0.6918
C -5.9181 -6.6119 0.6883
N -6.4474 -6.6231 -0.7356
C -5.3375 -6.7344 -1.7385
C -4.4028 -5.5393 -1.6151
H -3.9250 -3.9013 5.4872
H -4.2328 -3.2509 3.8731
H -3.4746 -2.2429 5.1091
H -2.1562 -4.7828 3.9520
H -1.4639 -3.7143 5.1391
H -0.4158 -1.9471 4.6500
H -1.2976 -1.7733 -1.2074
H -3.2729 -4.6593 2.2814
H -4.1288 -6.1711 1.7173
H -3.8727 -7.2750 0.4033
H -6.4575 -5.8352 1.2249
H -6.1474 -7.5745 1.1408
H -6.9794 -5.7694 -0.9160
H -7.1088 -7.3936 -0.8585
H -5.7740 -6.7558 -2.7351
H -4.8447 -7.6882 -1.5653
H -4.8840 -4.6620 -2.0440
H -3.5237 -5.7663 -2.2188
C 5.9188 0.6850 -0.2472
C 4.5942 0.4099 -0.4727
N 3.6568 0.9553 0.3377
C 4.0146 1.7978 1.3180
C 5.3188 2.1696 1.5742
C 6.2840 1.5533 0.7841
C 5.6422 3.1719 2.6109
C 5.2258 4.4389 2.6208
C 4.4262 5.1357 1.5923
C 4.2382 6.5086 1.6679
C 3.4808 7.1069 0.6678
N 2.9789 6.4098 -0.3505
C 3.2532 5.1133 -0.3549
N 3.9119 4.4306 0.5688
H 6.6707 0.2367 -0.8814
H 4.2408 -0.2195 -1.2750
H 3.2136 2.2295 1.9455
H 7.3309 1.7786 0.9496
H 6.3101 2.8389 3.3978
H 5.5662 5.0665 3.4360
H 4.6601 7.0939 2.4732
H 3.2750 8.1706 0.6800
H 2.8910 4.5417 -1.2075
C -0.0539 4.7157 -0.9668
Sb 0.1821 3.3770 0.6427
C 0.6768 4.5438 2.3310
C -1.7702 2.6307 0.9549
H -0.9793 5.2507 -0.7514
H -0.1589 4.1373 -1.8802
H 0.7699 5.4221 -1.0189
H -0.1220 5.2683 2.4839
H 1.6132 5.0658 2.1389
H 0.7667 3.9094 3.2101
H -2.4519 3.4759 1.0361
H -1.7957 2.0458 1.8711
H -2.0401 2.0214 0.0941
C -0.5259 2.3998 -4.3259
C 0.3061 1.3973 -3.5586
C -0.1979 -0.0170 -3.7936
O 0.1416 1.6452 -2.1004
B 1.3443 1.3453 -1.5373
O 2.3623 1.1519 -2.4074
C 1.8455 1.5454 -3.7484
C 2.4488 0.6257 -4.7858
C 2.2974 2.9794 -3.9604
H -1.5836 2.2470 -4.1145
H -0.3781 2.2573 -5.3977
H -0.2665 3.4290 -4.0879
H -1.2385 -0.0778 -3.4734
H 0.3912 -0.7504 -3.2384
H -0.1563 -0.2739 -4.8512
H 2.2834 -0.4233 -4.5491
H 3.5218 0.8010 -4.8553
H 2.0167 0.8334 -5.7658
H 1.8511 3.6548 -3.2267
H 2.0284 3.3307 -4.9557
H 3.3818 3.0312 -3.8681
*
```

The energy above the lowest of the compared OMol25 structures with the same formula, charge and spin comes out at 0.000 eV. As for the gap between HOMO and LUMO: 6.6720 eV.

=====

(4)
Density functional theory data (the ωB97M-V functional and the def2-TZVPD basis) for a cluster of 7 separate species, BrH12O6 in total at a distorted geometry.

Geometry as ORCA input:
```
! RIJCOSX wB97M-V def2-TZVPD def2/J DEFGRID3
* xyz -1 1
Br -2.0295 1.7378 2.0343
O 1.8328 0.4638 -0.9404
H 1.9196 0.4727 0.0351
H 1.0286 0.9168 -1.0592
O 0.1372 -2.0387 -2.1634
H 0.3692 -2.2712 -1.2221
H 0.9230 -1.5430 -2.3683
O -1.7523 -0.1311 -1.9932
H -2.5878 0.3291 -1.9771
H -1.8099 -1.0874 -1.9920
O -0.6532 2.2080 -0.3882
H 0.1593 2.0381 0.1370
H -0.8427 1.2729 -0.7478
O 1.5723 1.0283 1.8303
H 1.1597 0.2394 2.1756
H 2.2631 1.3997 2.3559
O -0.3298 -1.5223 1.8344
H -1.2721 -1.5084 1.8180
H -0.0877 -2.0045 2.6312
*
```

The energy above the lowest of the compared OMol25 structures with the same formula, charge and spin comes out at 2.295 eV. As for the gap between HOMO and LUMO: 5.9209 eV.

=====

no.,E_tot (a.u.)
1,-749.7787
2,-346.9339
3,-2526.1189
4,-3032.7075